A structure of composition C25H37AuBNO3S in a non-equilibrium geometry. Source: the Open Molecules 2025 dataset; level of theory: wB97M-V/def2-TZVPD.

Geometry as XYZ:
```
69
Properties=species:S:1:pos:R:3:lowdin_charge:R:1
Au -0.089 -16.881 6.052 0.69
C 0.779 -12.612 8.123 -0.13
C -0.459 -12.121 7.361 -0.42
C -0.062 -11.908 5.893 -0.12
C -1.550 -13.170 7.469 -0.19
C -2.613 -13.160 8.385 -0.14
C -3.767 -13.932 8.182 -0.19
C -3.827 -14.787 7.044 -0.13
C -2.792 -14.941 6.123 -0.25
C -3.078 -15.488 4.769 -0.40
C -2.010 -15.214 3.624 -0.12
C -3.412 -17.020 4.744 -0.11
C -1.551 -14.366 6.571 -0.40
N -0.355 -14.985 6.355 -0.21
H 1.649 -11.869 7.963 0.07
H 0.977 -13.650 7.828 0.05
H 0.642 -12.661 9.233 0.06
H -0.729 -11.180 7.903 0.12
H 0.289 -12.848 5.435 0.05
H 0.752 -11.154 5.853 0.05
H -0.965 -11.535 5.337 0.08
H -2.508 -12.607 9.314 0.07
H -4.491 -14.198 8.937 0.04
H -4.637 -15.493 6.940 0.07
H -4.007 -14.936 4.449 0.12
H -1.156 -15.930 3.723 0.03
H -1.768 -14.113 3.665 0.07
H -2.409 -15.401 2.620 0.04
H -4.407 -17.214 5.176 0.05
H -2.635 -17.607 5.298 0.05
H -3.476 -17.289 3.696 0.04
C 6.202 -15.786 8.416 -0.20
S 5.006 -15.673 9.844 0.90
O 4.066 -16.792 9.799 -0.49
C 6.104 -16.005 11.139 -0.43
C 7.207 -15.169 11.427 -0.07
C 8.130 -15.664 12.337 -0.14
C 8.053 -16.890 12.902 -0.12
C 6.935 -17.718 12.664 -0.04
C 5.945 -17.237 11.754 -0.06
H 5.546 -15.913 7.560 0.05
H 6.849 -16.685 8.571 0.07
H 6.715 -14.859 8.262 0.03
H 7.524 -14.379 10.738 0.11
H 9.079 -15.137 12.595 0.11
H 8.896 -17.134 13.523 0.09
H 6.882 -18.679 13.162 0.10
H 5.072 -17.841 11.577 0.10
C 3.054 -21.137 7.695 -0.04
C 1.802 -20.311 7.810 -0.46
C 1.872 -19.619 9.108 -0.05
O 1.901 -19.200 6.754 0.00
B 0.576 -18.809 6.640 -0.86
O -0.306 -19.815 6.950 -0.01
C 0.430 -20.991 7.437 -0.46
C -0.369 -21.526 8.624 -0.02
C 0.521 -21.965 6.300 -0.03
H 3.903 -20.544 8.083 0.09
H 3.311 -21.400 6.653 0.09
H 3.090 -22.037 8.275 0.07
H 2.639 -18.854 9.105 0.08
H 2.124 -20.256 9.956 0.08
H 0.943 -19.150 9.362 0.10
H 0.033 -21.317 9.653 0.08
H -0.237 -22.597 8.666 0.06
H -1.422 -21.268 8.746 0.09
H 0.880 -21.454 5.382 0.11
H -0.489 -22.282 6.149 0.08
H 1.192 -22.790 6.492 0.07
```

Values from the calculation:
DFT total energy (eV): -49358.3322
Net charge: -2
2S+1: 1


The molecule C4H4N2O2 in a non-equilibrium geometry. Source: the Open Molecules 2025 dataset; level of theory: wB97M-V/def2-TZVPD.

Geometry as XYZ:
```
12
Properties=species:S:1:pos:R:3:lowdin_charge:R:1
C -2.495 -0.960 -0.889 -0.05
C 0.137 0.453 -0.264 -0.06
C 1.580 0.192 0.087 -0.32
C 2.113 0.792 1.399 -0.17
H -2.014 -1.932 -0.598 0.09
H -3.566 -0.917 -0.846 0.06
H -0.385 1.149 0.347 0.10
H 3.184 0.571 1.618 0.14
N -1.817 0.034 -1.251 -0.04
N -0.443 -0.247 -1.177 0.05
O 2.310 -0.459 -0.617 0.12
O 1.395 1.324 2.192 0.09
```

Values from the calculation:
DFT total energy (eV): -11284.9512
2S+1: 1


A structure of composition C6H10O in a non-equilibrium geometry. Source: the Open Molecules 2025 dataset; level of theory: wB97M-V/def2-TZVPD.

Geometry as XYZ:
```
17
Properties=species:S:1:pos:R:3:lowdin_charge:R:1
C 1.072 0.179 -0.529 -0.34
C 0.279 1.320 0.214 -0.10
C -0.936 0.499 0.554 -0.32
C -0.426 -0.857 0.969 -0.13
C 0.032 -0.959 -0.488 -0.22
C -1.231 -0.181 -0.799 -0.12
H 2.685 -0.761 -0.374 0.09
H 1.359 0.620 -1.476 0.14
H 0.840 1.686 1.062 0.11
H -0.118 2.226 -0.404 0.14
H -1.665 1.106 1.073 0.13
H 0.447 -0.959 1.730 0.14
H -1.235 -1.499 1.385 0.12
H 0.301 -1.964 -0.774 0.14
H -2.228 -0.710 -0.716 0.13
H -1.357 0.486 -1.667 0.11
O 2.181 -0.232 0.242 -0.03
```

Values from the calculation:
DFT total energy (eV): -8429.8197
2S+1: 1